No. 1
39
Properties=species:S:1:pos:R:3:forces:R:3:mulliken_charge:R:1 method="wB97M-V/def2-TZVPD" mol_weight_g_mol=292.8 de_lowest_kcal_mol=0.00 total_charge=+1 gap_ev=10.2
Cl 0.379 -5.825 7.216 -0.66 0.12 -0.47 -0.10
F -1.704 1.979 1.872 -1.09 0.46 1.89 -0.30
O 1.131 0.851 1.886 -1.01 0.00 -0.82 -0.30
O 0.157 -0.902 0.875 0.64 1.14 1.32 -0.52
N -1.249 -2.639 3.735 -0.21 1.55 0.31 -0.14
N -1.127 -4.521 5.333 0.31 0.77 -0.43 -0.23
N -2.425 -1.043 0.068 -0.14 0.96 1.67 -0.50
C -1.030 -3.178 6.106 0.01 -1.46 0.55 -0.44
C -0.068 -3.417 3.363 -0.89 1.32 -0.38 -0.62
C 0.082 0.207 1.355 1.00 -0.50 -0.36 0.45
C 1.119 2.235 1.416 0.18 0.35 0.73 -0.15
C -2.460 -4.538 4.579 0.03 -0.93 0.65 -0.51
C -2.049 -0.215 0.794 -2.30 -0.18 -1.87 0.03
C -2.525 -3.360 3.648 0.98 1.21 -0.52 -0.70
C -1.096 -2.064 5.110 -0.17 0.32 -2.15 -0.67
C -1.126 -5.695 6.243 0.39 -0.34 0.46 -0.45
C -1.268 1.006 1.112 1.74 -3.19 -1.72 0.59
C 2.199 2.907 2.209 0.12 0.24 0.04 -1.32
C 0.026 -4.595 4.288 -0.17 -1.02 0.96 -0.53
H -1.070 1.417 0.142 -0.05 0.38 -0.85 0.30
H -1.969 -5.604 6.943 0.32 -0.01 -0.33 0.40
H 0.141 2.661 1.662 0.59 0.17 -0.16 0.37
H -1.886 -3.162 6.787 0.27 -0.18 0.08 0.37
H -3.305 -2.649 3.949 0.09 -0.29 -0.20 0.40
H 1.275 2.289 0.327 0.12 -0.30 0.34 0.33
H 2.308 3.927 1.837 0.20 0.00 0.19 0.39
H 1.902 2.928 3.267 0.20 0.08 -0.27 0.31
H 0.961 -4.603 4.857 -0.27 -0.30 -0.09 0.42
H -3.245 -4.482 5.341 0.15 -0.36 -0.13 0.39
H -0.131 -5.533 3.742 0.18 0.00 0.39 0.38
H 3.144 2.360 2.111 -0.20 0.26 -0.02 0.34
H -0.087 -3.203 6.659 -0.28 -0.12 0.02 0.42
H -2.693 -3.654 2.606 -0.03 0.02 0.23 0.34
H -0.170 -3.699 2.309 0.13 -0.06 0.26 0.36
H -0.189 -1.450 5.116 -0.20 -0.10 0.06 0.34
H -1.214 -6.607 5.634 0.01 0.38 0.24 0.40
H -1.964 -1.417 5.279 0.26 -0.08 0.07 0.39
H -2.487 -5.484 4.026 -0.12 0.05 0.37 0.43
H 0.792 -2.739 3.452 -0.14 -0.33 -0.08 0.33

***

No. 2
55
Properties=species:S:1:pos:R:3:forces:R:3:lowdin_spin:R:1 method="wB97M-V/def2-TZVPD" mol_weight_g_mol=593.9 de_lowest_kcal_mol=162.59 total_charge=+1 spin_multiplicity=5 gap_ev="7.3 / 4.5" s_squared=6.07
Pd 3.455 0.760 -0.421 -0.83 -0.29 0.48 0.90
S 1.253 3.301 0.888 -3.60 3.34 1.72 0.51
O 0.274 -1.399 -1.454 -0.77 0.43 0.92 0.00
O 0.999 4.733 0.008 0.74 -1.64 -0.57 0.13
O 2.210 2.291 0.558 2.24 -1.33 -1.98 0.32
O 4.586 -0.742 -1.156 1.67 -3.78 1.90 0.37
N 0.901 -1.010 0.753 -2.15 1.06 0.73 0.02
N -1.738 -4.887 -2.185 0.51 -0.97 0.14 0.79
N 2.165 -1.229 0.445 0.72 0.54 -1.14 0.09
N -2.229 -2.823 -0.171 -0.39 -0.53 0.63 0.00
N -1.474 -1.048 -3.150 -0.29 -0.14 -0.17 0.00
N -4.178 7.039 -0.296 0.49 -3.32 -1.07 0.00
C 2.640 -2.348 0.764 0.49 -1.47 0.47 -0.01
C -2.891 6.448 -0.294 0.49 1.57 0.84 0.01
C 4.196 -4.046 0.739 4.34 -1.03 -3.26 -0.01
C -1.658 7.227 -0.133 -4.18 -0.51 -1.77 0.00
C 3.983 -2.767 0.336 -1.22 1.97 0.10 0.09
C 6.280 -3.931 -0.599 1.07 -1.01 0.69 0.01
C 4.881 -1.923 -0.594 -3.23 0.78 -0.07 0.09
C -1.317 -5.627 -1.259 -0.81 2.16 1.57 0.11
C -1.477 -5.145 0.166 0.17 0.03 0.75 0.07
C -1.502 4.448 -0.285 0.53 -0.12 -0.72 0.02
C -0.691 -1.262 -2.339 0.84 0.28 0.84 0.00
C -1.572 0.701 0.825 2.18 0.84 -0.66 0.00
C -2.447 -1.532 0.446 0.16 0.50 -1.34 0.00
C -3.722 0.250 1.333 -2.83 3.01 2.26 0.00
C 5.968 -2.679 -1.012 2.56 2.22 -2.09 0.15
C 5.448 -4.679 0.227 -0.48 0.43 1.57 0.26
C -0.327 5.179 -0.226 -2.00 -0.70 1.29 0.01
C -2.715 1.177 1.387 1.20 -1.00 -0.63 0.00
C -2.772 5.095 -0.316 2.03 -2.29 -0.40 0.00
C -0.031 -0.972 -0.087 -0.88 -0.52 -1.19 0.01
C -1.886 -3.935 0.628 -0.27 -0.06 -1.49 -0.03
C -3.632 -1.061 1.005 0.85 -0.98 -1.20 0.00
C -0.539 6.547 -0.129 3.38 -1.60 0.22 0.00
C -1.460 -0.543 0.281 1.62 -2.63 0.22 0.00
H -2.718 2.135 1.864 -0.57 0.40 -0.04 0.00
H -2.047 -3.793 1.686 0.41 0.08 0.20 0.00
H -3.497 4.298 -0.447 -0.93 0.95 0.06 0.00
H 3.417 -4.682 1.022 -0.94 -0.54 1.24 0.00
H -1.586 8.271 -0.375 -0.47 0.48 0.65 0.00
H -4.470 -1.699 1.047 -0.90 -0.60 0.17 0.00
H 2.075 -3.150 1.357 0.37 1.42 -0.94 0.00
H 5.913 -5.627 0.600 -1.20 0.71 -0.33 0.01
H -2.732 -3.031 -1.051 0.59 0.32 0.68 0.00
H -0.830 -6.588 -1.247 0.16 -0.52 -0.97 0.04
H -4.645 0.763 1.693 0.10 -1.44 -0.23 0.00
H -4.147 7.793 0.275 -0.04 3.34 1.76 0.00
H -1.505 3.382 -0.481 0.09 -0.12 0.34 0.00
H -4.759 6.372 0.215 -0.35 0.23 -0.60 0.00
H -1.192 -5.869 0.951 -0.38 0.34 -0.60 0.01
H -0.629 1.220 0.711 -0.23 0.75 0.46 0.01
H 0.372 7.025 -0.045 1.77 1.64 0.11 0.00
H 7.298 -4.318 -0.793 -0.90 0.15 -0.28 0.00
H 6.700 -2.111 -1.666 -0.92 -0.86 0.74 0.00